64
Properties=species:S:1:pos:R:3:forces:R:3:mulliken_charge:R:1 method="wB97M-V/def2-TZVPD" total_charge=+1 lumo_ev="-4.030 / -3.996" multiplicity=1 homo_energy_ev="-10.2 / -10.2"
Ti 0.18782 0.11127 -0.37108 -0.77 0.24 -0.07 -0.50
O 0.40499 0.24585 -2.18985 0.28 0.17 -0.04 -0.02
C 1.32425 0.70874 -3.03458 0.06 -0.17 0.14 0.31
C 1.04592 0.76921 -4.39665 0.06 0.10 -0.03 -0.69
C 2.00738 1.24662 -5.26801 -0.07 -0.02 -0.01 -0.43
C 3.25400 1.67421 -4.81017 0.03 0.02 0.05 -0.77
C 3.54049 1.59266 -3.46610 0.00 -0.01 -0.06 -0.94
C 2.59451 1.09096 -2.55888 0.04 0.05 0.03 1.05
C 3.00762 0.88888 -1.19087 0.02 -0.12 -0.10 -0.14
N 2.32380 0.31943 -0.26412 -0.01 -0.02 0.08 0.43
C 2.97027 0.11085 1.04632 0.02 -0.02 -0.04 -0.91
C 1.97122 -0.59576 1.96138 0.04 0.07 0.04 -0.54
N 0.70078 0.07162 1.70860 0.23 0.22 -0.17 0.53
C 0.18811 0.84802 2.59073 -0.07 0.00 0.02 -0.02
C -0.79969 1.86942 2.31953 0.07 0.00 0.06 0.86
C -1.46458 2.48858 3.38587 -0.04 0.03 -0.01 -0.73
C -2.27883 3.57779 3.16635 0.00 -0.05 0.03 -0.79
C -2.40313 4.09288 1.87579 -0.01 0.00 -0.07 -0.45
C -1.73410 3.52303 0.80819 -0.15 -0.04 0.12 -0.81
C -0.94992 2.39582 1.02196 0.29 -0.09 -0.01 0.47
O -0.27733 1.85111 -0.00275 -0.25 -0.16 -0.04 -0.79
H 0.07366 0.44839 -4.74362 0.00 -0.01 0.00 0.50
H 1.78548 1.28469 -6.32662 -0.01 0.03 0.00 0.42
H 3.98925 2.05538 -5.50418 0.00 0.00 0.00 0.43
H 4.51073 1.90167 -3.09537 0.00 -0.01 0.00 0.42
H 4.02636 1.20895 -0.96015 0.01 -0.03 -0.01 0.36
H 3.23749 1.08093 1.47215 0.01 0.00 0.00 0.44
H 3.87627 -0.48526 0.92660 0.00 0.00 0.00 0.56
H 2.27238 -0.51319 3.00763 0.02 -0.02 0.00 0.53
H 1.90630 -1.64816 1.69115 -0.08 -0.01 0.03 -0.07
H 0.56538 0.79537 3.61456 0.00 0.00 0.00 0.32
H -1.33622 2.09513 4.38719 0.01 0.01 0.00 0.43
H -2.80711 4.03898 3.98855 0.00 0.00 0.00 0.42
H -3.03044 4.95782 1.70423 0.01 0.00 0.01 0.41
H -1.82221 3.91698 -0.19451 0.02 0.01 0.00 0.48
S -2.07207 -0.45142 0.15728 0.43 -0.13 -0.02 -0.37
C -1.87281 -2.17971 0.26421 -0.31 0.04 -0.18 0.59
N -2.85725 -2.90673 0.78727 0.06 -0.11 -0.08 -0.66
N -2.81647 -4.18896 0.65366 0.14 0.11 0.15 0.29
C -3.53559 -5.04384 1.51891 -0.02 -0.04 -0.12 0.48
C -3.62249 -6.38673 1.17087 0.01 0.01 0.03 -0.46
C -4.27640 -7.26335 2.01920 -0.03 0.00 0.00 -0.48
C -4.84236 -6.79960 3.19939 0.00 -0.02 -0.02 -0.51
C -4.74796 -5.45533 3.53232 -0.02 0.03 -0.01 -0.54
C -4.09075 -4.56568 2.69774 -0.04 -0.01 0.00 -0.27
N -0.75309 -2.82000 -0.11795 0.16 0.08 0.31 -0.69
N 0.24513 -2.08426 -0.42750 -0.08 -0.09 0.27 0.61
C 1.45436 -2.83762 -0.58307 -0.12 -0.01 -0.33 0.11
C 1.73681 -3.91085 0.25655 0.05 0.01 0.02 -0.07
C 2.89840 -4.64198 0.06280 0.00 0.02 0.04 -0.72
C 3.77634 -4.30713 -0.95931 0.00 0.01 -0.02 -0.55
C 3.49299 -3.22967 -1.78824 -0.01 -0.01 0.03 -0.84
C 2.33268 -2.49399 -1.60406 0.02 -0.02 -0.03 -0.22
H -2.07458 -4.58829 0.08121 0.00 -0.04 0.02 0.37
H -3.18540 -6.73792 0.24380 0.00 0.00 0.00 0.37
H -4.34946 -8.30936 1.75465 0.00 0.00 0.00 0.37
H -5.35466 -7.48604 3.85942 0.01 0.00 0.00 0.39
H -5.18061 -5.09547 4.45608 -0.01 0.00 -0.01 0.37
H -3.99979 -3.51924 2.95118 0.00 0.00 0.00 0.46
H 1.05444 -4.15819 1.05901 -0.02 -0.02 -0.02 0.49
H 3.11905 -5.47577 0.71603 0.00 0.00 -0.01 0.40
H 4.67207 -4.89229 -1.11786 0.02 0.02 0.03 0.42
H 4.16911 -2.96841 -2.59176 -0.01 -0.02 -0.02 0.46
H 2.08558 -1.68713 -2.28012 -0.01 0.01 0.02 0.47



65
Properties=species:S:1:pos:R:3:forces:R:3:mulliken_spin:R:1 method="wB97M-V/def2-TZVPD" total_charge=0 lumo_ev="-1.257 / -1.221" multiplicity=3 homo_energy_ev="-8.0 / -8.0" s2=2.033
V -0.30923 -0.38507 -0.27129 -0.02 -0.01 0.05 2.10
N -5.75071 2.82289 7.86062 0.00 0.00 0.00 0.00
C -5.13280 2.46875 6.95925 0.02 -0.01 -0.02 0.00
C -4.35825 2.02520 5.82982 -0.02 0.01 0.03 0.00
C -4.58328 0.76261 5.28778 0.00 -0.01 -0.01 0.00
C -3.83412 0.33966 4.20394 0.00 0.02 0.01 0.00
C -2.86802 1.17374 3.64842 0.00 -0.03 -0.01 0.00
C -2.65094 2.43560 4.19362 -0.01 0.01 0.01 0.00
C -3.38834 2.86190 5.28410 0.01 0.00 -0.01 0.00
C -2.06845 0.71537 2.47842 0.01 -0.02 -0.02 0.08
C -2.28493 1.38981 1.26901 0.02 -0.03 0.04 0.01
C -3.20530 2.43665 1.02888 -0.01 0.00 0.01 0.00
C -3.07164 2.80435 -0.29591 0.05 0.01 -0.01 0.00
C -2.07756 1.97334 -0.83374 -0.09 -0.01 0.01 0.01
N -1.60873 1.12042 0.08267 0.11 0.02 0.02 -0.10
C -1.17532 -0.33271 2.70085 -0.10 0.05 -0.03 0.01
C -0.89034 -0.97128 3.93777 0.07 0.02 0.02 0.02
C 0.09323 -1.90241 3.69425 -0.04 0.00 -0.01 0.00
C 0.37990 -1.81421 2.31606 0.00 -0.02 0.00 0.05
N -0.36629 -0.89174 1.71739 0.02 0.06 -0.01 -0.04
H -5.34104 0.12147 5.71663 0.00 0.00 0.00 0.00
H -4.00036 -0.64067 3.77703 0.00 0.00 0.00 0.00
H -1.89613 3.07983 3.76205 0.00 0.00 0.00 0.00
H -3.21827 3.83866 5.71560 0.00 0.00 0.00 0.00
H -3.88501 2.85306 1.75440 0.00 0.00 -0.01 0.00
H -3.61612 3.56947 -0.82339 0.00 0.00 0.00 0.00
H -1.69807 1.94659 -1.84382 0.01 -0.01 0.00 0.00
H -1.35142 -0.74137 4.88437 0.00 0.00 0.00 0.00
H 0.56115 -2.56641 4.40157 0.00 -0.01 0.00 0.00
H 1.10191 -2.38736 1.75082 -0.01 0.00 0.00 0.00
C 4.57377 0.88237 0.48664 0.00 0.00 0.00 0.00
C 3.84051 1.08217 -0.83319 0.00 0.03 -0.01 -0.01
C 4.35319 2.32218 -1.53925 0.01 -0.01 0.01 0.00
O 2.43780 1.27453 -0.51217 0.00 -0.03 -0.02 -0.01
B 1.80807 0.05451 -0.63382 -0.07 0.05 0.03 -0.11
O 2.64523 -0.89789 -1.18486 0.00 0.01 0.01 0.02
C 3.80642 -0.20035 -1.70981 -0.03 -0.04 0.02 0.00
C 5.01924 -1.09920 -1.57775 0.01 0.01 -0.01 0.00
C 3.51202 0.08687 -3.17679 0.01 0.00 0.00 0.00
H 4.37935 1.74284 1.12666 0.00 0.00 0.00 0.00
H 5.65086 0.79753 0.33610 0.00 0.00 0.00 0.00
H 4.21768 -0.01177 0.99950 0.00 0.00 0.00 0.00
H 4.33693 3.16586 -0.84909 0.00 0.00 0.00 0.00
H 3.73724 2.57388 -2.39994 0.00 0.00 0.00 0.00
H 5.38263 2.17451 -1.87329 0.00 0.00 0.00 0.00
H 5.14866 -1.44724 -0.55513 0.00 0.00 0.00 0.00
H 5.92317 -0.56951 -1.88667 0.00 0.00 0.00 0.00
H 4.89782 -1.96982 -2.22252 0.00 0.00 0.00 0.00
H 2.63767 0.73124 -3.27892 0.00 0.00 0.00 0.00
H 3.29953 -0.85675 -3.68000 0.00 0.00 0.00 0.00
H 4.36186 0.56025 -3.67048 0.00 0.00 0.00 0.00
I -1.35764 -4.84799 -7.68485 0.00 0.00 -0.01 0.00
C -1.14973 -3.73035 -5.93603 -0.01 -0.04 -0.04 0.00
C -0.93585 -2.36144 -6.02523 0.00 0.01 0.05 0.00
C -0.79893 -1.62424 -4.86082 0.00 0.00 -0.02 0.00
C -0.87550 -2.25422 -3.62441 0.01 0.00 0.02 -0.02
C -1.08821 -3.62523 -3.54801 0.00 -0.02 -0.01 0.00
C -1.22717 -4.37132 -4.70725 0.01 0.05 0.02 0.00
C -0.71570 -1.45640 -2.38769 0.00 -0.07 -0.09 0.03
O -0.53241 -0.21778 -2.41763 -0.01 0.00 0.06 -0.01
O -0.75496 -2.04113 -1.23883 0.03 -0.01 -0.08 -0.03
H -0.87635 -1.87772 -6.98988 0.00 0.00 0.00 0.00
H -0.62853 -0.55679 -4.89902 0.00 0.00 0.00 0.00
H -1.14161 -4.09969 -2.57777 0.00 0.01 0.00 0.00
H -1.39260 -5.43804 -4.65498 0.00 0.00 0.00 0.00